(1)
Computed, not measured: a structure of composition C46H36N7O3RuS in a non-equilibrium geometry, with wB97M-V/def2-TZVPD.

Structure (XYZ):
```
94
Properties=species:S:1:pos:R:3:lowdin_charge:R:1
Ru 1.5675 0.5535 -0.8204 1.428
O 2.0483 -0.6529 0.7522 -0.208
C 1.7885 -1.9408 0.8290 -0.356
C 1.7456 -2.5299 2.1061 -0.036
C 1.4843 -3.8749 2.2713 -0.097
C 1.2709 -4.6997 1.1647 -0.101
C 1.3559 -4.1445 -0.0947 -0.046
C 1.6088 -2.7820 -0.2867 -0.152
C 1.7626 -2.3065 -1.6462 -0.055
N 1.9117 -1.0882 -1.9989 -0.125
N 2.1597 -0.8748 -3.3622 0.068
C 2.2820 0.4039 -3.5726 -0.507
O 2.2584 1.3314 -2.6666 -0.164
C 2.4682 0.8426 -4.9858 -0.147
C 2.0821 0.0325 -6.0496 -0.034
C 2.2134 0.4888 -7.3527 -0.084
C 2.7359 1.7521 -7.6019 -0.092
C 3.1255 2.5600 -6.5425 -0.080
C 2.9862 2.1088 -5.2382 -0.022
H 1.9264 -1.8768 2.9522 0.118
H 1.4446 -4.2926 3.2708 0.106
H 1.0552 -5.7515 1.2943 0.096
H 1.2325 -4.7721 -0.9715 0.111
H 1.7943 -3.0453 -2.4455 0.131
H 1.6767 -0.9494 -5.8449 0.106
H 1.9050 -0.1430 -8.1763 0.100
H 2.8424 2.1016 -8.6212 0.100
H 3.5335 3.5446 -6.7324 0.101
H 3.2679 2.7318 -4.3996 0.114
C 5.8668 0.4444 -0.8823 -0.049
C 6.2641 0.8591 0.3795 -0.056
C 5.3097 1.3170 1.2594 -0.004
C 3.9683 1.3789 0.8837 -0.290
N 3.5969 0.9701 -0.3469 0.017
C 4.5278 0.5074 -1.1933 -0.097
N 3.1124 1.9138 1.8466 0.176
C 1.8868 2.1922 1.6381 -0.284
N 1.1494 2.0274 0.4870 0.003
C -0.0906 2.5456 0.6663 -0.323
N -1.0445 2.6683 -0.1848 0.157
C -1.1191 2.0464 -1.4204 -0.304
C -2.2193 2.4421 -2.1997 -0.010
C -2.5469 1.7662 -3.3466 -0.058
C -1.7619 0.6815 -3.7234 -0.060
C -0.6561 0.3872 -2.9652 -0.126
N -0.2981 1.0680 -1.8591 0.021
C -0.2037 3.0548 2.0634 -0.111
C -1.2577 3.6123 2.7526 -0.010
C -1.0477 3.9389 4.0912 -0.072
C 0.1880 3.7202 4.6958 -0.073
C 1.2464 3.1612 3.9822 -0.005
C 1.0162 2.8249 2.6667 -0.099
H 6.5740 0.0730 -1.6098 0.108
H 7.3066 0.8263 0.6696 0.110
H 5.5555 1.6562 2.2551 0.113
H 4.1740 0.1830 -2.1571 0.094
H -2.7978 3.2792 -1.8349 0.113
H -3.4061 2.0606 -3.9358 0.110
H -1.9904 0.0818 -4.5931 0.108
H -0.0185 -0.4317 -3.2540 0.095
H -2.2058 3.7954 2.2623 0.115
H -1.8511 4.3764 4.6703 0.102
H 0.3237 3.9919 5.7351 0.101
H 2.2156 2.9905 4.4335 0.115
O -0.6691 -0.7035 0.1114 -0.535
S -1.2591 -0.4176 1.4612 0.981
C -2.9488 0.2286 1.2400 -0.256
C -3.8825 -0.6096 0.4156 -0.267
C -3.5503 -1.0117 -0.8784 -0.034
C -4.4396 -1.7750 -1.6216 -0.070
C -5.6756 -2.1291 -1.0949 -0.091
C -6.0172 -1.7205 0.1861 -0.084
C -5.1206 -0.9737 0.9380 -0.054
C -1.7118 -2.0295 2.1547 -0.249
C -2.1547 -1.8663 3.5843 -0.275
C -3.3983 -2.3361 3.9949 -0.048
C -3.8193 -2.1703 5.3076 -0.081
C -3.0047 -1.5199 6.2230 -0.091
C -1.7648 -1.0402 5.8208 -0.076
C -1.3414 -1.2130 4.5110 -0.051
H -2.8027 1.2220 0.8090 0.079
H -3.3115 0.3437 2.2649 0.097
H -2.5869 -0.7432 -1.2912 0.088
H -4.1662 -2.0857 -2.6227 0.104
H -6.3670 -2.7229 -1.6795 0.100
H -6.9843 -1.9777 0.5997 0.101
H -5.3857 -0.6616 1.9425 0.112
H -0.7983 -2.6186 2.0672 0.076
H -2.4877 -2.4603 1.5228 0.100
H -4.0381 -2.8402 3.2792 0.112
H -4.7849 -2.5515 5.6154 0.102
H -3.3352 -1.3851 7.2451 0.101
H -1.1228 -0.5310 6.5285 0.104
H -0.3716 -0.8373 4.2034 0.104
```

Total charge   0
Lowest unoccupied orbital energy (spin up / spin down)   -0.446 / -0.530 eV
Multiplicity   2
Kohn-Sham gap (spin up / spin down)   6.969 / 6.819 eV
E_HOMO (spin up / spin down)   -7.4150 / -7.3482 eV
Energy above the lowest of the compared OMol25 structures with the same formula, charge and spin   1.053 eV
<S²>   0.755

---

(2)
Computed, not measured: an isolated molecule of C4H6N4OS2 in a non-equilibrium geometry, with wB97M-V/def2-TZVPD.

Structure (XYZ):
```
17
Properties=species:S:1:pos:R:3:lowdin_charge:R:1
C -3.4952 0.2576 0.2745 -0.509
C -1.9883 -1.4144 1.1100 -0.219
C -0.9554 0.3952 -0.5190 -0.440
C 1.4071 0.4046 -0.1687 -0.662
N -2.8616 -0.4939 1.1736 -0.038
N -0.9481 -1.7769 1.8102 0.099
N 2.4142 1.2939 -0.1322 0.146
N 0.2460 0.7409 -0.9022 -0.378
O 1.4320 -0.6662 0.3793 0.065
S -2.5068 0.8898 -0.9887 0.927
S 0.7041 1.7270 -2.4128 0.786
H -4.4768 0.6071 0.4290 0.041
H -0.6103 -2.6958 1.9563 0.091
H -0.4403 -1.0246 2.2882 0.113
H 2.3259 2.1142 -0.7107 0.038
H 3.3513 0.9806 0.1236 0.131
H 0.6719 2.8052 -1.7399 -0.191
```

Total charge   0
Lowest unoccupied orbital energy (spin up / spin down)   0.155 / 0.155 eV
Kohn-Sham gap (spin up / spin down)   7.125 / 7.126 eV
E_HOMO (spin up / spin down)   -6.9692 / -6.9702 eV
Energy above the lowest of the compared OMol25 structures with the same formula, charge and spin   1.807 eV

---

(3)
Computed, not measured: a structure of composition C34H51AlBr3CaClF10IN3O18S3 in a non-equilibrium geometry, with wB97M-V/def2-TZVPD.

Structure (XYZ):
```
126
Properties=species:S:1:pos:R:3:lowdin_charge:R:1
C 4.0000 -2.4277 2.1075 -0.048
C 3.7898 -1.7821 0.7511 -0.242
O 4.5159 -2.4829 -0.2814 -0.141
C 4.1096 -2.1111 -1.5734 -0.238
C 5.4002 -1.9087 -2.3572 -0.173
C 6.0807 -0.5999 -1.9556 -0.155
C 5.9605 0.6931 -2.8032 -0.174
C 4.6493 1.0705 -3.5179 -0.307
C 3.4829 1.5707 -2.6899 -0.212
C 3.4578 1.6536 -1.3117 -0.034
C 2.2500 2.0564 -0.7259 -0.692
I 2.0838 2.2464 1.3434 1.141
N 1.1498 2.3285 -1.3871 0.111
N 1.2273 2.2909 -2.6971 -0.139
C -0.0479 2.5357 -3.3808 -0.158
C -0.8213 3.7325 -2.8295 -0.159
C -2.2683 3.4060 -2.4605 -0.188
C -2.4135 2.2125 -1.5128 -0.209
C -3.8560 2.0508 -1.0082 -0.192
C -4.7079 1.2134 -1.9768 -0.190
C -6.2047 1.5840 -1.9086 -0.192
C -7.1747 0.3924 -1.8634 -0.169
C -7.8611 0.0728 -3.1795 -0.251
O -7.0908 -0.8316 -3.9526 -0.185
C -7.8545 -1.5559 -4.8891 -0.122
C 2.3145 1.9675 -3.3598 -0.096
H 3.0722 -2.2927 2.6648 0.037
H 4.7769 -1.9020 2.6665 0.060
H 4.2438 -3.4819 2.0022 0.087
H 2.7287 -1.7626 0.5264 0.123
H 4.1858 -0.7556 0.7685 0.062
H 3.4477 -2.8430 -2.0472 0.132
H 3.5826 -1.1559 -1.5200 0.081
H 6.0737 -2.7300 -2.1086 0.128
H 5.2151 -2.0388 -3.4473 0.000
H 5.7743 -0.4077 -0.9291 0.102
H 7.1483 -0.8147 -1.9076 0.123
H 6.7589 0.7557 -3.5473 0.107
H 6.1202 1.5056 -2.1081 0.099
H 4.9411 1.8667 -4.2247 -0.091
H 4.2145 0.2582 -4.1619 -0.099
H 4.2927 1.3947 -0.6828 0.081
H -0.5034 1.5296 -3.3081 0.008
H 0.1469 2.6920 -4.4421 0.102
H -0.8672 4.4520 -3.6494 0.089
H -0.3107 4.2400 -2.0110 0.113
H -2.7650 4.2695 -2.0246 0.095
H -2.7902 3.1548 -3.3892 0.120
H -2.1976 1.2837 -2.0470 0.084
H -1.7145 2.2687 -0.6753 0.108
H -3.8363 1.5055 -0.0671 0.116
H -4.3177 3.0363 -0.9099 0.103
H -4.3612 1.3609 -3.0037 0.108
H -4.5997 0.1570 -1.7341 0.112
H -6.3461 2.1413 -0.9788 0.104
H -6.4720 2.2686 -2.7138 0.087
H -6.6950 -0.5016 -1.4673 0.118
H -7.9843 0.6543 -1.1768 0.108
H -8.8338 -0.3884 -2.9643 0.115
H -8.0719 0.9892 -3.7490 0.117
H -8.1611 -2.5243 -4.4847 0.087
H -8.7559 -1.0131 -5.1915 0.081
H -7.2537 -1.6979 -5.7868 0.083
H 2.2328 1.9523 -4.4385 0.126
Br 0.4609 -0.5480 -2.5929 -0.166
C 0.7880 0.0480 4.9980 -0.675
F 1.3691 1.0637 4.3328 0.041
F 1.7073 -0.4905 5.8072 0.127
F -0.1797 0.5507 5.7630 0.140
S 0.1657 -1.1730 3.7676 0.568
O 1.3600 -1.6001 3.0836 -0.319
O -0.7932 -0.4401 2.9895 -0.286
N -0.4279 -2.1955 4.7988 -0.297
S -1.1462 -3.5162 4.2922 0.580
O -0.2753 -4.4856 3.6913 -0.287
O -2.4213 -3.3080 3.6675 -0.283
C -1.5386 -4.1929 5.9599 -0.681
F -2.3297 -3.3660 6.6535 0.128
F -0.4363 -4.3937 6.6845 0.133
F -2.1727 -5.3591 5.8220 0.129
Ca 4.6989 3.8021 -4.9241 1.178
C 0.5595 5.3002 -6.0879 -0.950
O 1.7997 5.1883 -6.2033 -0.016
O -0.0606 6.3475 -6.3966 0.154
O -0.1589 4.3608 -5.6493 0.066
Al 4.8842 -0.8975 -5.5277 1.048
C -6.9010 4.7922 -4.5803 -0.054
C -6.7947 6.2713 -4.8872 -0.313
O -6.1386 6.7717 -3.7375 0.137
C -5.3779 5.7612 -3.2286 -0.538
O -4.5145 5.8872 -2.4296 0.182
O -5.7387 4.5773 -3.7782 0.054
F -8.0086 6.8614 -5.0025 0.075
H -7.7959 4.5687 -3.9972 0.144
H -6.8796 4.1628 -5.4656 0.141
H -6.2012 6.5098 -5.7714 0.174
C 5.7443 4.6116 0.9823 -0.695
F 6.1732 5.8599 0.8911 0.167
F 5.2225 4.4295 2.1850 0.107
F 4.7961 4.3985 0.0559 0.095
S 7.1921 3.5112 0.6361 0.483
O 8.1360 3.8515 1.6515 -0.365
O 7.5895 3.8836 -0.6951 -0.270
O 6.6954 2.0524 0.6945 -0.689
C -5.1830 -10.4776 7.0145 -0.017
C -4.3433 -9.2437 6.7377 -0.318
C -3.1233 -9.4605 5.8703 -0.099
O -2.2550 -8.4107 6.2987 0.060
C -2.5542 -8.1470 7.5961 -0.562
O -1.8909 -7.4938 8.3292 0.172
O -3.7249 -8.7480 7.9406 0.075
H -4.6645 -11.3913 6.7206 0.079
H -5.4192 -10.5472 8.0746 0.088
H -6.1170 -10.4410 6.4557 0.081
H -4.9642 -8.4392 6.3369 0.157
H -3.3218 -9.3771 4.8046 0.140
H -2.6367 -10.4176 6.0778 0.135
Br 7.9755 1.4600 2.7876 0.963
C 7.5127 0.6608 4.5139 -0.604
C 8.7012 0.6087 5.4376 -0.684
Br 9.9260 -0.8130 4.9376 0.635
H 7.0960 -0.3205 4.3089 0.059
H 6.7367 1.3105 4.9153 0.067
H 8.3786 0.3828 6.4510 0.066
H 9.2734 1.5310 5.4366 0.055
Cl 5.2567 1.5133 2.1904 0.483
```

Total charge   0
Lowest unoccupied orbital energy   -5.156 eV
Kohn-Sham gap   2.390 eV
E_HOMO   -7.5454 eV

---

(4)
Computed, not measured: an isolated molecule of C17H15FN6O2 in a non-equilibrium geometry, with wB97M-V/def2-TZVPD.

Structure (XYZ):
```
41
Properties=species:S:1:pos:R:3:lowdin_charge:R:1
N 1.4673 4.6051 0.2533 0.179
C 1.2820 3.2846 0.2696 -0.304
N 0.0556 2.8701 0.5559 0.158
C -0.1742 1.5557 0.5769 -0.391
N 0.7315 0.6004 0.3599 0.167
C 1.9746 0.9595 0.0750 -0.204
N 2.9020 0.0096 -0.1401 0.136
C 2.8182 -1.3733 -0.0729 -0.216
C 3.9203 -2.0913 -0.5457 -0.010
C 3.9308 -3.4705 -0.5097 -0.008
C 2.8307 -4.1326 0.0071 -0.283
C 1.7338 -3.4456 0.4930 -0.002
C 1.7294 -2.0641 0.4555 -0.011
H 0.8928 -1.5074 0.8386 0.076
H 0.8969 -3.9920 0.8984 0.118
F 2.8321 -5.4830 0.0428 0.051
H 4.7753 -4.0336 -0.8736 0.119
H 4.7710 -1.5572 -0.9424 0.118
H 3.8150 0.3918 -0.4134 0.108
C 2.3413 2.3518 -0.0110 -0.022
N 3.6134 2.7836 -0.3340 -0.334
O 3.8655 3.9909 -0.3624 0.030
O 4.4985 1.9579 -0.5995 0.027
N -1.4296 1.1869 0.8515 0.076
H -2.0832 1.9335 1.0302 0.151
C -1.9154 -0.1711 0.8567 -0.136
C -3.2720 -0.2667 0.2099 -0.218
C -4.2962 -0.9879 0.8077 -0.046
C -5.5392 -1.0731 0.2046 -0.084
C -5.7722 -0.4316 -0.9995 -0.092
C -4.7555 0.2911 -1.6015 -0.081
C -3.5121 0.3711 -1.0015 -0.042
H -2.7170 0.9306 -1.4729 0.114
H -4.9317 0.7915 -2.5421 0.103
H -6.7429 -0.4945 -1.4679 0.101
H -6.3281 -1.6381 0.6784 0.102
H -4.1195 -1.4876 1.7494 0.109
H -1.1883 -0.7720 0.3022 0.115
H -1.9643 -0.5509 1.8853 0.126
H 0.6761 5.1904 0.4542 0.115
H 2.3875 4.9681 0.0341 0.085
```

Total charge   0
Lowest unoccupied orbital energy   -0.205 eV
Kohn-Sham gap   8.091 eV
E_HOMO   -8.2966 eV

---

(5)
Computed, not measured: an isolated molecule of C2H3BrINO in a non-equilibrium geometry, with wB97M-V/def2-TZVPD.

Structure (XYZ):
```
9
Properties=species:S:1:pos:R:3:lowdin_charge:R:1
C 0.3454 0.1124 -0.1662 -0.742
C -0.5002 -0.5295 0.8967 -0.050
N -0.1195 0.7778 -1.1271 -0.504
O 1.6516 -0.0631 -0.0416 -0.464
Br 2.8671 0.6186 -1.3924 0.733
I -2.0307 1.1057 -1.5705 0.798
H 0.0761 -0.9787 1.6986 0.081
H -1.1231 -1.2828 0.4090 0.079
H -1.1666 0.2397 1.2936 0.068
```

Total charge   0
Lowest unoccupied orbital energy   -1.421 eV
Kohn-Sham gap   7.664 eV
E_HOMO   -9.0850 eV
Energy above the lowest of the compared OMol25 structures with the same formula, charge and spin   1.548 eV

---

(6)
Computed, not measured: a structure of composition C8H16Cl2N2OPb in a non-equilibrium geometry, with wB97M-V/def2-TZVPD.

Structure (XYZ):
```
30
Properties=species:S:1:pos:R:3:lowdin_charge:R:1
Pb -2.2571 2.0368 0.5193 0.813
Cl -0.3051 2.4927 -1.0187 -0.109
Cl -1.0229 1.6510 2.7279 -0.080
C -2.8637 3.9197 1.0286 -0.298
H -2.7236 4.3492 2.0389 -0.013
H -3.2230 4.6174 0.2459 -0.018
C -0.3920 -1.2524 0.1636 -0.104
C -1.5337 -0.7531 -0.1748 -0.270
H 0.0270 -1.0731 1.1617 0.100
C -2.0975 -0.7644 -1.5716 -0.232
H -2.2257 -0.4040 0.6059 0.015
C -1.4768 -1.8887 -2.4245 -0.198
H -3.1963 -0.8680 -1.5207 0.112
H -1.8683 0.2075 -2.0465 0.071
C 0.0307 -2.0419 -2.1989 -0.193
H -1.9843 -2.8206 -2.1449 0.114
H -1.6842 -1.6827 -3.4824 0.108
C 0.4191 -2.1696 -0.7086 -0.167
H 0.3944 -2.9315 -2.7235 0.105
H 0.5422 -1.1736 -2.6389 0.117
H 0.2774 -3.2197 -0.3897 0.126
H 1.4830 -1.9402 -0.5622 0.094
N 2.2923 1.3408 2.2169 0.152
C 2.9620 0.3025 1.6491 -0.645
N 4.3375 0.5083 1.5834 0.129
O 2.4440 -0.7204 1.2143 0.017
H 2.7939 2.1628 2.5090 0.097
H 1.2726 1.3471 2.2373 -0.019
H 4.8474 -0.3421 1.4176 0.094
H 4.7308 1.1105 2.2865 0.083
```

Total charge   0
Lowest unoccupied orbital energy (spin up / spin down)   -3.113 / -1.681 eV
Kohn-Sham gap (spin up / spin down)   5.950 / 7.100 eV
E_HOMO (spin up / spin down)   -9.0637 / -8.7811 eV

---

Look up the total charge of the third one.
0